[1]
{
  "formula": "C26H46MnO2P2",
  "method": "ωB97M-V/def2-TZVPD",
  "gap_ev": [7.232, 6.497],
  "charge": 2,
  "multiplicity": 4,
  "s_squared": 3.91,
  "symbols": ["H", "C", "H", "H", "H", "H", "C", "C", "H", "H", "H", "H", "H", "H", "H", "Mn", "C", "C", "C", "C", "C", "H", "H", "H", "H", "H", "H", "H", "C", "H", "H", "H", "H", "H", "C", "P", "C", "C", "C", "H", "C", "C", "O", "H", "C", "H", "C", "H", "C", "H", "H", "H", "C", "H", "H", "P", "H", "H", "H", "C", "H", "H", "H", "H", "C", "H", "H", "H", "H", "H", "O", "C", "H", "C", "C", "C", "C"],
  "positions_angstrom": [[4.30522, -3.07150, 0.17115], [-0.53455, -0.26608, 4.22607], [-2.22346, 3.75144, -2.86281], [-1.48845, 0.23800, 4.00702], [1.41210, 1.45375, -2.94916], [-2.51599, 0.14415, 1.15614], [0.61946, 1.42474, 2.60205], [-0.83278, -2.04006, -0.88096], [-1.61427, -0.71118, -5.25897], [-2.45807, -1.85344, -3.48123], [-3.42826, 1.37982, -0.93950], [-1.13985, 1.59788, 0.29832], [0.25599, -3.61193, 1.66547], [1.76918, 3.43942, 0.98364], [3.14445, 3.31366, 2.09797], [0.99561, -0.17829, 1.21268], [-2.35081, 2.88111, -3.52534], [2.66816, 0.33731, 2.32521], [-0.73578, -3.15266, 1.76942], [2.06366, -1.72194, 0.31382], [-0.45275, 1.81102, -0.53287], [3.07462, -2.21421, 3.40658], [0.14375, 2.70424, -0.28875], [-1.05449, 2.02955, -1.42090], [-2.78453, 0.59451, -5.19799], [-3.53621, -1.01922, -1.45517], [-2.65399, -1.17773, 2.33830], [2.56277, 0.22028, -2.31346], [-3.56984, 2.05959, -3.03836], [4.36988, -0.94544, 2.05923], [3.76485, -4.22380, 1.45458], [0.36029, -1.30604, -2.55562], [-1.88035, -2.24645, -1.14737], [1.45588, -2.41466, 4.08430], [-1.06802, 2.11038, -3.59852], [-0.76793, -1.57203, 0.90524], [4.12647, 0.12404, 2.11938], [0.54697, 0.16492, 3.29559], [2.26286, -1.68783, 3.92121], [-4.27938, 2.78307, -2.59728], [3.45642, -3.61394, 0.60316], [-3.22729, -0.29717, -2.22410], [2.43712, -1.74983, -0.86336], [2.63870, -1.37727, 4.90913], [2.53250, 2.75103, 1.37128], [-1.40759, 2.13873, 2.67921], [1.81245, -0.50666, 3.14233], [-0.25534, -2.96031, -1.04360], [1.93464, 1.54601, 2.01776], [-0.25028, 3.28680, 1.95168], [4.69291, 0.55347, 2.96066], [-3.18813, -1.42702, 0.65441], [-2.43418, -0.94300, 1.28645], [-1.07618, -0.35165, -2.18449], [-0.69243, -1.35369, 4.17950], [0.69111, 0.41297, -0.86964], [2.47234, 1.84624, -1.55859], [-0.27423, 3.03079, 3.70154], [3.19669, 2.44912, 0.54768], [1.89393, 1.05140, -2.04895], [-1.50144, -3.81523, 1.34655], [2.96355, -4.22459, -0.16126], [-0.25516, -0.02123, 5.26628], [0.01486, 0.38097, -4.10508], [-2.95746, -0.87500, -3.58242], [-2.59266, 3.28864, -4.52728], [-3.92230, -1.08471, -4.08880], [4.48218, 0.59747, 1.19227], [-0.15436, 2.70533, -3.46451], [-0.92941, -2.98603, 2.83864], [2.50293, -2.69328, 1.16905], [-3.31764, 1.01896, -1.97385], [-4.10099, 1.63589, -3.91267], [-2.09800, 0.00398, -4.56750], [-0.37848, 2.52004, 2.72793], [-0.98313, 0.82853, -4.00535], [-0.25809, -0.91417, -1.73320]],
  "forces_ev_per_angstrom": [[-0.2, -0.2, 0.1], [-0.5, -0.2, 0.0], [0.1, -0.2, -0.2], [0.3, -0.2, 0.1], [0.0, -0.2, 0.4], [0.0, -0.3, 0.0], [1.0, 0.1, 0.5], [0.5, 0.1, 0.3], [-0.4, 0.3, 0.2], [-0.2, 0.2, 0.1], [-0.2, -0.3, -0.4], [0.3, 0.0, -0.2], [-0.3, 0.1, 0.0], [0.3, -0.2, 0.1], [-0.2, -0.3, -0.2], [0.4, -1.9, -0.3], [-0.3, 0.3, 0.1], [-0.3, 0.2, 1.5], [0.4, -0.2, 0.5], [1.9, -1.1, -1.1], [-0.2, 0.2, -0.2], [-0.2, 0.2, 0.2], [-0.2, -0.4, 0.0], [0.2, -0.1, 0.3], [0.5, 0.0, 0.4], [0.6, 0.3, -0.1], [0.0, 0.1, -0.3], [-0.2, 0.3, 0.0], [-0.1, 0.6, -0.3], [-0.1, 0.3, 0.1], [0.0, 0.0, -0.3], [-0.1, 0.2, 0.4], [0.4, 0.0, 0.1], [0.2, 0.2, 0.0], [0.2, -0.6, -1.1], [-1.7, -1.3, -0.6], [0.4, -0.2, -0.5], [0.8, 0.3, 0.2], [0.1, -0.8, -0.1], [0.2, -0.3, -0.2], [0.1, -0.5, 0.0], [-0.8, 0.6, 0.1], [-1.1, 0.5, 2.0], [-0.2, 0.1, -0.3], [0.1, 0.2, -0.3], [0.2, 0.2, 0.0], [0.5, 1.3, 0.4], [-0.1, 0.2, 0.3], [-0.2, -0.2, 0.8], [-0.1, -0.3, 0.3], [-0.2, -0.1, -0.2], [0.2, 0.0, 0.2], [-0.2, 0.4, 0.4], [0.2, -0.1, 0.1], [0.0, 0.4, 0.1], [-1.2, 1.0, -2.1], [-0.1, -0.2, -0.2], [0.1, -0.3, -0.3], [-0.2, 0.2, 0.3], [0.7, -0.1, 0.2], [0.1, 0.2, 0.1], [0.3, 0.1, 0.1], [-0.1, -0.1, -0.4], [-0.4, 0.2, 0.0], [-0.1, 0.0, -0.7], [0.2, -0.1, 0.4], [0.5, 0.0, 0.2], [-0.1, -0.1, 0.3], [-0.3, -0.4, 0.1], [0.0, -0.2, -0.3], [-0.8, 1.3, -0.6], [-0.7, -0.5, 0.1], [0.3, 0.0, 0.6], [-0.5, -0.9, -0.4], [-0.5, 0.4, -0.2], [0.5, 1.3, -0.2], [0.1, 0.2, -0.5]],
  "lowdin_spin": [0.000, -0.005, 0.000, 0.000, -0.002, 0.000, 0.013, 0.003, 0.000, 0.000, 0.000, 0.004, 0.000, 0.000, -0.002, 3.110, 0.000, -0.020, 0.002, -0.063, 0.024, 0.000, 0.000, 0.003, 0.000, 0.000, 0.000, 0.000, 0.000, 0.000, 0.000, 0.000, -0.001, 0.000, 0.000, -0.004, 0.002, -0.033, 0.004, 0.000, -0.004, 0.000, 0.003, 0.000, -0.001, 0.000, -0.001, 0.000, -0.029, 0.000, -0.001, 0.000, 0.003, -0.001, -0.001, -0.004, 0.000, 0.001, -0.001, -0.001, -0.001, 0.000, -0.003, 0.000, 0.000, 0.000, 0.000, -0.001, 0.000, 0.000, -0.009, 0.000, 0.000, 0.000, 0.006, 0.001, 0.005]
}

[2]
{
  "formula": "C26H46OP2Ti",
  "method": "ωB97M-V/def2-TZVPD",
  "gap_ev": [4.982, 4.981],
  "charge": 1,
  "multiplicity": 2,
  "s_squared": 0.77,
  "symbols": ["H", "H", "H", "C", "C", "H", "H", "H", "H", "C", "C", "O", "H", "H", "H", "C", "C", "H", "C", "P", "H", "H", "H", "H", "H", "P", "H", "C", "H", "H", "C", "H", "H", "H", "C", "C", "C", "H", "H", "C", "C", "H", "C", "H", "H", "H", "H", "C", "C", "C", "H", "C", "H", "H", "H", "C", "H", "H", "C", "C", "H", "H", "H", "H", "H", "H", "H", "Ti", "C", "C", "H", "C", "C", "H", "H", "H"],
  "positions_angstrom": [[3.98016, -3.65024, 2.90134], [-2.20028, 4.36282, 0.24386], [-2.57803, 0.87404, 0.46618], [-0.49350, -0.42980, -3.06109], [4.53640, -0.79483, 2.01371], [-1.94846, -2.08826, -3.08556], [-4.31478, 2.74192, -0.99050], [-3.10461, -0.50761, -1.49498], [2.49626, -2.20300, 0.08118], [1.90841, 3.24210, -1.44101], [3.04562, -3.52863, 2.33688], [0.30066, -0.18378, -0.51917], [-3.77967, 2.81354, 0.64134], [4.64226, -1.05075, 0.95288], [-0.93168, -2.49660, 3.25331], [0.65050, -1.43166, -0.70120], [-2.70623, 1.34858, -0.51572], [-1.19919, -4.96168, -1.52957], [2.45125, -2.20162, 2.56205], [0.37131, 3.67664, -0.50449], [2.12485, -2.67410, -1.58058], [1.91305, 2.32180, -2.02973], [2.77925, 3.21515, -0.75188], [1.81892, 2.09705, 3.28792], [-0.28608, -2.55535, -3.52837], [-0.60843, -2.66544, -1.18876], [3.52151, 1.68387, 3.32322], [2.58265, 1.49886, 2.78511], [-0.43583, 2.66718, -3.34975], [-0.83993, -0.10601, -4.06217], [-2.87128, 0.53108, -1.68164], [0.27617, -3.61441, 3.92318], [-0.26774, 1.60068, 0.87715], [-3.35728, 3.23724, -3.24679], [0.04667, -2.95598, 3.07178], [2.23531, 0.06696, 2.79146], [-3.39690, 2.69954, -0.38276], [-1.65772, -2.74640, 0.99702], [-0.03295, -3.60785, 2.18708], [0.96131, -0.52411, 3.07218], [-2.52989, 3.91456, -0.69667], [-0.13565, -4.78272, -0.11416], [-1.24462, 3.65814, -1.55709], [-0.80669, 3.15117, 1.60811], [-3.12926, 4.69740, -1.18965], [-2.89173, -2.73911, -0.30272], [4.84892, 0.24471, 2.14540], [3.13545, -0.96981, 2.45022], [-2.64221, 2.41279, -3.42271], [-3.31540, 1.06999, -3.02109], [-2.47418, 2.40859, -4.51549], [-1.91945, -2.32432, 0.01596], [-0.42728, -0.02546, 4.61401], [2.72594, -1.02011, -1.26727], [-2.04518, -1.23997, 0.16421], [2.06669, -1.82995, -0.87106], [2.10018, 4.09991, -2.12291], [-0.19199, 1.24631, 3.40865], [-0.00579, 2.66948, 1.01647], [-0.88574, -1.90987, -2.85796], [-4.40888, 1.21714, -3.02350], [-1.04375, 4.65229, -2.01656], [-3.14320, 0.30616, -3.79526], [-1.15258, -0.19639, 3.00924], [0.87360, 2.67747, 1.67782], [3.29560, -3.70592, 1.28140], [5.22003, -1.43765, 2.57711], [-0.95726, 1.12997, -1.49286], [-0.25841, 0.16258, 3.53915], [1.09720, -1.93253, 2.90744], [0.54636, -4.73550, -1.74895], [-1.32956, 2.65928, -2.69517], [-0.31363, -4.43081, -1.14209], [2.73453, 1.88334, 1.76132], [2.36111, -4.32156, 2.64283], [0.61477, -0.36055, -3.08926]],
  "forces_ev_per_angstrom": [[-0.2, 0.0, -0.1], [0.1, 0.1, -0.1], [-0.2, -0.4, -0.2], [0.3, 0.0, 0.2], [0.3, 0.1, 0.0], [0.2, 0.1, 0.1], [0.3, -0.2, -0.1], [-0.2, -0.3, -0.3], [-0.4, 0.3, -0.3], [0.2, -0.3, -0.2], [0.2, -0.6, 0.1], [1.8, -6.2, -0.1], [0.1, -0.1, -0.2], [0.2, 0.0, 0.0], [0.1, -0.2, 0.0], [0.6, 4.2, 0.8], [-1.0, 1.0, 0.7], [0.2, 0.4, 0.1], [-2.0, -0.2, 0.3], [-1.0, 1.5, 1.2], [0.0, 0.2, 0.2], [0.1, 0.0, -0.1], [-0.7, 0.0, -0.2], [0.1, 0.0, -0.1], [-0.3, -0.1, 0.3], [-1.8, 1.9, 0.6], [-0.2, -0.1, -0.1], [0.4, 0.7, 0.2], [-0.3, 0.5, 0.1], [0.0, -0.3, 0.5], [-0.2, -0.9, 0.3], [-0.3, 0.1, -0.2], [0.0, 0.4, 0.3], [0.3, -0.2, 0.0], [-0.3, -0.6, 0.4], [2.3, -1.5, -1.0], [-0.5, 0.1, 0.2], [0.1, -0.1, -0.4], [-0.1, 0.0, 0.2], [-0.1, -1.8, 0.0], [0.7, 0.4, -0.1], [-0.1, 0.3, -0.2], [0.3, 1.5, -0.8], [0.2, -0.1, -0.7], [0.3, -0.3, 0.1], [0.4, 0.1, 0.0], [0.1, -0.2, -0.1], [-0.9, 2.9, 0.6], [-0.3, 0.3, -0.5], [-1.0, 0.2, -0.2], [-0.1, 0.0, 0.4], [-0.5, 0.1, 0.2], [0.0, 0.0, -0.3], [-0.7, -0.4, 0.5], [0.1, -0.4, -0.3], [0.9, 0.1, -0.4], [-0.3, -0.6, 0.4], [-0.1, -0.2, 0.0], [0.4, -1.0, 0.1], [0.2, -0.2, -0.8], [0.1, 0.0, 0.0], [-0.1, -0.4, 0.2], [0.1, 0.2, 0.3], [0.2, 0.1, 0.1], [-0.4, 0.1, -0.5], [0.1, 0.0, 0.1], [0.0, 0.1, -0.1], [1.0, 0.2, -0.2], [-0.4, 0.3, 0.2], [0.8, 0.6, -0.5], [-0.2, 0.2, 0.0], [0.4, -0.4, -0.6], [0.7, -0.6, 0.0], [-0.1, -0.1, 0.4], [0.1, 0.0, 0.0], [-0.2, -0.2, -0.2]],
  "lowdin_spin": [0.011, 0.000, 0.000, 0.000, 0.011, 0.000, 0.000, 0.000, 0.004, 0.000, 0.050, 0.001, 0.000, 0.005, 0.000, -0.001, 0.000, 0.000, 0.276, 0.000, 0.000, 0.000, 0.000, 0.000, 0.000, 0.000, 0.003, 0.013, 0.000, 0.000, 0.000, -0.003, 0.000, 0.000, -0.013, 0.123, 0.000, 0.000, -0.003, 0.292, 0.000, 0.000, 0.000, 0.000, 0.000, 0.000, 0.000, 0.109, 0.000, 0.000, 0.000, 0.000, 0.020, 0.000, 0.000, 0.004, 0.000, 0.001, 0.000, 0.000, 0.000, 0.000, 0.000, 0.010, 0.000, 0.018, 0.003, 0.000, 0.053, 0.006, 0.000, 0.000, 0.000, 0.005, 0.000, 0.000]
}

[3]
{
  "formula": "C26H47Cl2OsP",
  "method": "ωB97M-V/def2-TZVPD",
  "gap_ev": [7.222, 6.890],
  "multiplicity": 5,
  "s_squared": 6.02,
  "symbols": ["H", "H", "C", "H", "C", "H", "Cl", "H", "H", "H", "H", "P", "C", "H", "H", "C", "C", "H", "H", "H", "H", "H", "H", "H", "H", "H", "C", "H", "H", "H", "C", "H", "C", "H", "H", "C", "C", "H", "Cl", "H", "C", "C", "H", "C", "H", "H", "C", "C", "C", "H", "C", "H", "H", "H", "H", "H", "Os", "C", "H", "C", "H", "C", "C", "H", "H", "H", "H", "H", "C", "C", "H", "H", "C", "H", "C", "C", "H"],
  "positions_angstrom": [[-0.19574, -4.39456, 2.02095], [-1.92704, -1.98780, -0.71377], [-3.63991, 1.64214, -1.29930], [3.48425, 0.05273, -2.72040], [2.52254, 1.29659, 1.19056], [0.28985, -3.20329, -0.75946], [-1.35784, -0.05763, 3.32916], [-1.92654, 0.53924, -1.41754], [1.03385, 0.59099, 2.55701], [-0.98492, 4.71383, -0.98988], [1.70209, -1.79168, 2.59488], [0.15425, -0.12740, 0.49294], [-1.51411, 3.87979, -1.42053], [3.99062, -1.47739, 3.56966], [-5.00814, 3.31139, -1.52429], [0.86433, -0.64180, -3.71439], [2.22506, -1.33993, -3.78418], [-2.64477, -3.01331, 2.06863], [1.38093, -3.12573, 0.63954], [3.09339, 0.94922, 0.31412], [-2.73535, 2.37831, 2.97998], [-0.40795, -1.94750, 1.93426], [2.20169, -2.15284, -1.04016], [2.79630, -0.33748, 4.18759], [2.92780, 2.24261, 3.07891], [5.02583, 0.21869, 2.18036], [1.10392, -0.28866, -1.20657], [0.98449, 0.42156, -3.94063], [4.82074, 0.91196, 3.78300], [-2.01403, -4.69236, -0.40716], [-1.01153, 2.52455, -0.87876], [-0.18518, 2.14237, -1.62238], [0.32416, -3.15363, 0.33813], [-3.91642, 3.17352, -2.87205], [4.01921, -1.62153, -2.60064], [-3.04976, 2.30217, 1.90924], [4.27202, 0.56321, 2.89485], [2.08197, -2.42229, -3.82069], [-4.77891, 1.90146, 1.93432], [2.72944, -1.05945, -4.72567], [3.49618, 1.73657, 2.28988], [0.19477, -0.78347, -2.33800], [-0.30552, 2.63489, 1.48333], [-3.03513, 4.12440, -1.14125], [0.42072, 3.10073, 0.15015], [-1.41473, 3.96955, -2.51803], [-1.87354, -1.94466, 0.37977], [-0.35235, -4.39630, 0.93574], [-3.95558, 3.08528, -1.76049], [-2.46314, -1.02496, 0.73914], [3.37043, -0.61229, 3.29426], [-2.30862, -5.27426, 1.22724], [-3.32384, 5.10942, -1.57116], [3.11180, -0.76688, -0.45415], [-0.06888, -1.83657, -2.16670], [-3.83201, 1.02882, -2.18762], [-2.18087, 0.63094, 1.23368], [3.12575, -0.97352, -2.59833], [1.36345, 0.76525, -1.40435], [1.58775, 0.19025, 1.69324], [-4.44873, 1.33246, -0.63781], [-2.26091, 1.33191, -0.75828], [-2.59020, -3.15351, 0.98162], [-0.74548, -0.21806, -2.35661], [1.92260, 2.14696, 0.86318], [4.19620, 2.47500, 1.87375], [2.93379, -1.49462, 1.36502], [0.13518, -5.29811, 0.54258], [2.41600, -1.09650, -1.23821], [-0.37608, 2.44728, 0.32913], [-2.91146, 3.28674, 1.45263], [-3.62461, -3.18743, 0.61282], [-0.42492, -1.90590, 0.83555], [0.19130, -1.05897, -4.48252], [-1.86008, -4.45581, 0.65143], [2.38055, -1.02836, 2.19598], [-3.22036, 4.19367, -0.05624]],
  "forces_ev_per_angstrom": [[0.0, 0.0, -0.1], [-0.1, 0.3, 0.1], [-1.2, 0.4, -1.0], [0.0, 0.1, 0.0], [0.2, -0.1, -0.1], [0.0, -0.1, 0.2], [-0.1, 0.0, 0.7], [0.2, -0.1, 0.2], [0.2, 0.0, -0.1], [0.5, 0.3, 0.2], [0.1, 0.1, 0.0], [2.2, -2.1, -0.7], [-1.6, 0.0, -0.3], [-0.1, 0.2, 0.0], [0.4, 0.0, 0.1], [-0.1, -0.3, 0.0], [0.1, 0.3, -0.2], [0.1, 0.0, -0.1], [-0.3, 0.0, -0.1], [-0.1, 0.2, 0.3], [-0.3, 0.1, -0.7], [-0.1, 0.0, -0.2], [0.1, 0.2, -0.1], [0.0, 0.0, -0.1], [0.0, 0.0, 0.0], [0.0, 0.0, -0.1], [-0.5, 0.5, 0.5], [0.0, 0.0, 0.0], [-0.1, -0.1, -0.2], [0.0, 0.0, 0.0], [-4.4, -3.0, -4.3], [-1.6, 0.5, 0.8], [-0.2, 0.1, 0.0], [0.3, -0.1, 0.6], [-0.3, 0.2, 0.0], [0.1, 1.2, 1.4], [0.0, 0.0, 0.1], [0.0, -0.1, 0.1], [-0.9, 0.1, 0.2], [-0.2, -0.2, 0.3], [0.0, 0.0, -0.1], [-0.2, 0.2, -0.2], [-2.0, -0.9, -1.8], [0.1, 0.6, 0.0], [2.5, 0.9, -0.3], [0.3, -0.4, 0.4], [-0.3, -0.6, 0.1], [0.0, -0.1, 0.0], [0.0, 0.0, -0.3], [-0.2, -2.0, -0.7], [-0.1, 0.0, 0.1], [0.1, 0.1, -0.1], [0.4, -0.4, 0.3], [-0.3, -0.2, -0.3], [0.1, 0.2, -0.1], [0.2, -0.2, 0.1], [0.7, 0.7, -0.4], [0.0, -0.2, 0.0], [0.0, -0.2, -0.1], [-0.6, 0.0, 0.0], [0.2, 0.0, 0.4], [1.6, 1.3, -0.6], [-0.2, 0.2, 0.1], [0.3, -0.2, 0.0], [0.3, -0.1, 0.0], [-0.1, -0.1, 0.2], [-0.2, 0.1, 0.3], [-0.1, 0.1, 0.1], [0.1, -0.1, 0.3], [3.9, 2.4, 5.5], [-0.1, -0.4, 0.0], [0.2, -0.1, 0.1], [0.7, 0.4, 0.2], [0.2, 0.2, 0.2], [0.1, -0.1, -0.1], [0.1, 0.0, -0.2], [0.1, 0.0, -0.5]],
  "lowdin_spin": [0.000, 0.000, 0.026, 0.000, 0.009, 0.000, 0.151, 0.004, 0.000, 0.001, 0.000, 0.167, 0.045, 0.000, 0.000, 0.001, 0.000, 0.000, 0.001, 0.000, 0.017, 0.000, 0.000, 0.000, 0.000, 0.000, 0.025, 0.000, 0.000, 0.000, 0.107, 0.030, 0.012, 0.001, 0.000, 0.084, 0.001, 0.000, 0.113, 0.000, 0.001, 0.003, 0.027, 0.005, 0.031, 0.002, 0.063, 0.004, 0.004, 0.039, 0.001, 0.001, 0.002, 0.000, 0.000, 0.002, 2.297, 0.002, 0.001, 0.008, 0.005, 0.032, 0.006, 0.001, 0.005, 0.000, 0.000, 0.001, 0.006, 0.587, 0.004, 0.000, 0.057, 0.000, 0.004, 0.002, 0.001]
}

Relative energy (zero: lowest compared OMol25 entry of this formula, charge and spin), record by record: 0.8822 3.9043 1.4296 eV
Energy, record by record: -81685.266 -71436.486 -64519.730 eV